No. 1
This record from OMol25 describes C5H11MgO2 as an isolated structure. The level of theory is ωB97M-V with the def2-TZVPD basis set.

The value obtained for the LUMO energy is -5.9 eV. Its HOMO energy is -13.49 eV. As for the relative energy (zero: lowest compared OMol25 entry of this formula, charge and spin): 123.23 kJ/mol. Its gap between HOMO and LUMO is 7.62 eV.

```
! wB97M-V def2-TZVPD RIJCOSX def2/J DEFGRID3
* xyz 1 1
C -3.5847 -1.2351 0.9196
C -4.5603 -0.8964 -0.1966
H -2.5069 -1.6430 0.4256
H -3.8195 -2.1986 1.3919
H -4.1999 -0.0558 -0.8046
H -5.5412 -0.6233 0.2198
H -4.7152 -1.7526 -0.8663
O 1.6236 0.1890 0.6992
C 0.7777 -0.8617 0.5748
C -0.6736 -0.6725 0.2982
O -1.4218 0.2785 0.7591
C -1.0775 1.7412 0.7445
Mg 1.0420 1.9623 0.8415
H 0.7473 -1.5191 1.4777
H 1.0746 -1.5748 -0.2320
H -0.9596 -0.9622 -0.7232
H -1.6964 2.1143 1.5699
H -1.5523 2.0859 -0.1859
H -3.7100 -0.5433 1.7640
*
```

---

No. 2
This record from OMol25 describes an isolated ion of composition C5H11N and charge -1. The level of theory is ωB97M-V with the def2-TZVPD basis set.

The value obtained for the LUMO energy (alpha / beta) is 4.5 / 4.3 eV. Its HOMO energy (alpha / beta) is 0.85 / -1.95 eV. As for the relative energy (zero: lowest compared OMol25 entry of this formula, charge and spin): 213.16 kJ/mol. Its gap between HOMO and LUMO (alpha / beta) is 3.61 / 6.25 eV. As for the expectation value of S²: 0.76.

```
! wB97M-V def2-TZVPD RIJCOSX def2/J DEFGRID3
* xyz -1 2
C -1.3564 -0.8834 -1.5484
C -1.3426 -0.7683 -0.0263
N 1.1750 -0.2381 1.8772
C 0.7145 0.6071 0.7964
C -0.6281 0.5255 0.4246
C 1.8845 1.2557 0.0414
H -0.5926 -1.2594 -2.2015
H -2.1707 -1.5893 -1.6778
H -1.7182 0.0068 -2.1011
H -0.9561 -1.7100 0.5753
H -2.4325 -0.6185 0.2616
H 0.5592 -0.1597 2.6160
H 1.5227 -1.1436 1.5370
H -0.9848 1.4720 -0.1000
H 2.9219 1.1180 0.4770
H 1.6921 0.9667 -0.9723
H 1.7120 2.4187 0.0208
*
```

---

No. 3
This record from OMol25 describes a single C5H11N molecule. The level of theory is ωB97M-V with the def2-TZVPD basis set.

The value obtained for the LUMO energy is 1.0 eV. As for the SMILES: C=CC(C)(C)N. Its HOMO energy is -9.41 eV. As for the relative energy (zero: lowest compared OMol25 entry of this formula, charge and spin): 203.30 kJ/mol. Its gap between HOMO and LUMO is 10.41 eV.

```
! wB97M-V def2-TZVPD RIJCOSX def2/J DEFGRID3
* xyz 0 1
C 2.1854 0.1020 0.1252
C 1.0066 -0.5053 0.2617
C -0.3651 0.0843 0.1205
C -0.4806 1.3700 -0.6106
C -1.0363 -1.0147 -0.6659
N -1.0147 0.3138 1.4589
H 2.5011 1.1051 -0.2794
H 3.0901 -0.5961 0.2405
H 0.9591 -1.7597 0.3370
H -1.5517 1.4842 -0.9026
H -0.1990 2.2458 -0.0377
H 0.0719 1.2377 -1.5228
H -0.9122 -2.0373 -0.2686
H -0.5495 -0.9775 -1.6359
H -2.2372 -0.9999 -0.6748
H -1.1923 -0.6205 1.8030
H -0.2755 0.5680 2.2515
*
```

---

No. 4
This record from OMol25 describes a single C5H11N molecule. The level of theory is ωB97M-V with the def2-TZVPD basis set.

The value obtained for the LUMO energy is 1.1 eV. As for the SMILES: C=CCCNC. Its HOMO energy is -9.10 eV. As for the relative energy (zero: lowest compared OMol25 entry of this formula, charge and spin): 228.18 kJ/mol. Its gap between HOMO and LUMO is 10.18 eV.

```
! wB97M-V def2-TZVPD RIJCOSX def2/J DEFGRID3
* xyz 0 1
C 2.5119 -1.4181 1.1418
C 1.5951 -0.3770 0.8373
C 0.3942 -0.4880 0.0132
C -0.7501 0.2395 0.5271
N -1.9275 0.1947 -0.3858
C -1.5760 1.0049 -1.5463
H 2.1941 -2.4286 0.7551
H 3.3969 -1.1515 1.7522
H 1.8624 0.5907 1.2515
H 0.1863 -1.5304 -0.2864
H 0.7302 0.0717 -0.9336
H -1.2161 -0.3137 1.3207
H -0.4690 1.3015 0.8667
H -2.6879 0.8534 0.1348
H -0.7541 0.3593 -2.0316
H -1.1081 1.9231 -1.1343
H -2.3822 1.1685 -2.2824
*
```

---

No. 5
This record from OMol25 describes a single C5H11N molecule. The level of theory is ωB97M-V with the def2-TZVPD basis set.

The value obtained for the LUMO energy is 1.0 eV. As for the SMILES: C=C(C)CCN. Its HOMO energy is -9.20 eV. As for the relative energy (zero: lowest compared OMol25 entry of this formula, charge and spin): 148.24 kJ/mol. Its gap between HOMO and LUMO is 10.22 eV.

```
! wB97M-V def2-TZVPD RIJCOSX def2/J DEFGRID3
* xyz 0 1
C 1.0610 -1.1392 -1.3684
C 0.8013 -0.4619 -0.2574
C 1.6910 0.6830 0.1858
C -0.3156 -0.6660 0.8609
C -1.3559 0.4510 0.7327
N -2.1314 0.2455 -0.4849
H 1.8499 -0.7815 -1.9626
H 0.3548 -1.9635 -1.6776
H 2.4726 0.2730 0.9200
H 1.9451 1.3661 -0.6119
H 1.1108 1.3414 0.8782
H -0.7184 -1.7322 0.6810
H 0.0424 -0.6960 1.8973
H -0.7422 1.3961 0.6982
H -2.1088 0.5091 1.5447
H -1.5150 -0.0656 -1.2374
H -2.4417 1.2407 -0.7986
*
```

---

No. 6
This record from OMol25 describes a single C5H11N molecule. The level of theory is ωB97M-V with the def2-TZVPD basis set.

The value obtained for the LUMO energy (alpha / beta) is 0.9 / 0.9 eV. Its HOMO energy (alpha / beta) is -6.76 / -6.73 eV. As for the relative energy (zero: lowest compared OMol25 entry of this formula, charge and spin): 288.24 kJ/mol. Its gap between HOMO and LUMO (alpha / beta) is 7.63 / 7.65 eV.

```
! wB97M-V def2-TZVPD RIJCOSX def2/J DEFGRID3
* xyz 0 1
C 0.6525 -0.0492 2.3756
C -0.4438 -0.1486 1.3140
C 0.0593 -0.6824 0.0094
C -0.6591 -0.9046 -2.1295
N -0.1413 -0.0985 -1.1880
C 0.2214 1.2929 -1.4733
H 1.1874 -1.0038 2.4588
H 1.3869 0.7143 2.0923
H 0.2396 0.1972 3.3606
H -1.2343 -0.8282 1.6825
H -0.9382 0.8211 1.1627
H 0.3820 -1.7160 -0.0499
H -1.4265 -1.5975 -1.8112
H -0.2760 -0.9056 -3.1430
H 0.7065 1.7287 -0.5947
H -0.6554 1.8790 -1.7632
H 0.9390 1.3013 -2.3031
*
```

---

No. 7
This record from OMol25 describes a single C5H11N molecule. The level of theory is ωB97M-V with the def2-TZVPD basis set.

The value obtained for the LUMO energy is 1.1 eV. As for the SMILES: CC1(C)CCN1. Its HOMO energy is -8.30 eV. As for the relative energy (zero: lowest compared OMol25 entry of this formula, charge and spin): 194.19 kJ/mol. Its gap between HOMO and LUMO is 9.42 eV.

```
! wB97M-V def2-TZVPD RIJCOSX def2/J DEFGRID3
* xyz 0 1
C 1.3246 -1.1905 0.0644
C 0.3203 -0.0591 0.0414
C 0.9379 1.3364 -0.0711
C -0.9383 -0.1276 1.0741
C -1.8323 -0.0098 -0.2292
N -0.6195 -0.4111 -0.8713
H 1.8387 -1.1080 1.0497
H 2.0410 -0.9088 -0.7454
H 0.8020 -2.1196 -0.2285
H 0.1825 1.9843 -0.4839
H 1.4446 1.8653 0.8228
H 1.6455 1.2508 -0.9067
H -0.8730 -1.1343 1.5069
H -1.0782 0.7134 1.8039
H -2.6363 -0.7600 -0.4098
H -2.1359 1.0226 -0.5610
H -0.4235 -0.3441 -1.8564
*
```

---

No. 8
This record from OMol25 describes a single C5H11N molecule. The level of theory is ωB97M-V with the def2-TZVPD basis set.

The value obtained for the LUMO energy is 1.1 eV. As for the SMILES: C/C=C(\C)CN. Its HOMO energy is -8.92 eV. As for the relative energy (zero: lowest compared OMol25 entry of this formula, charge and spin): 59.63 kJ/mol. Its gap between HOMO and LUMO is 9.99 eV.

```
! wB97M-V def2-TZVPD RIJCOSX def2/J DEFGRID3
* xyz 0 1
C 0.6901 -2.1679 -0.8702
C 0.3192 -0.7282 -0.9357
C 0.1050 0.1003 0.0937
C 0.1513 -0.2794 1.5344
C -0.0981 1.5980 -0.1557
N -1.4463 1.9865 0.1954
H -0.0079 -2.6891 -1.5260
H 1.7108 -2.3263 -1.2785
H 0.6841 -2.6215 0.1420
H 0.2832 -0.2794 -1.9089
H 1.0962 0.0270 2.0242
H -0.6184 0.2708 2.0870
H -0.0121 -1.3557 1.6777
H 0.2111 1.8462 -1.1827
H 0.6211 2.1070 0.5024
H -2.0806 1.5242 -0.4543
H -1.6087 2.9873 0.0554
*
```

---

No. 9
This record from OMol25 describes a single C5H11N molecule. The level of theory is ωB97M-V with the def2-TZVPD basis set.

The value obtained for the LUMO energy is 1.1 eV. As for the SMILES: CC[C@H]1CN1C. Its HOMO energy is -8.25 eV. As for the relative energy (zero: lowest compared OMol25 entry of this formula, charge and spin): 419.02 kJ/mol. Its gap between HOMO and LUMO is 9.35 eV.

```
! wB97M-V def2-TZVPD RIJCOSX def2/J DEFGRID3
* xyz 0 1
C -0.8251 -2.3289 -0.5149
C 0.2253 -1.2377 -0.6902
C -0.0965 0.1672 0.1912
C 0.7472 0.5393 1.4354
N 0.9027 1.1822 0.1179
C 0.3667 2.5275 -0.0331
H -0.7986 -2.7450 0.4988
H -1.8278 -1.9204 -0.6787
H -0.6778 -3.1581 -1.2210
H 1.2458 -1.6609 -0.5482
H 0.2166 -0.8239 -1.6993
H -1.1602 0.3775 0.1524
H 0.8364 -0.6739 1.0649
H 0.1224 1.0822 2.1828
H 0.1433 2.7062 -1.0939
H 1.1297 3.2457 0.2797
H -0.5500 2.7209 0.5561
*
```

---

No. 10
This record from OMol25 describes a 2-piece molecular cluster, C5H11N overall. The level of theory is ωB97M-V with the def2-TZVPD basis set.

The value obtained for the LUMO energy (alpha / beta) is 0.9 / 0.9 eV. Its HOMO energy (alpha / beta) is -6.77 / -6.77 eV. As for the relative energy (zero: lowest compared OMol25 entry of this formula, charge and spin): 603.22 kJ/mol. Its gap between HOMO and LUMO (alpha / beta) is 7.63 / 7.63 eV.

```
! wB97M-V def2-TZVPD RIJCOSX def2/J DEFGRID3
* xyz 0 1
C -1.1687 1.4279 -0.0518
C -1.2923 -0.7026 -0.2645
N -0.0408 -0.9024 0.3394
C 0.4901 -2.0744 0.6140
C 0.6247 0.3184 0.5588
C 1.4591 0.7767 -0.6151
H -1.8762 1.4778 -0.8868
H -1.7116 1.5446 0.8892
H -0.4705 2.2670 -0.1784
H -2.1121 -0.5799 0.4409
H -1.5260 -1.4389 -1.0468
H -0.1425 -2.9308 0.8257
H 1.5697 -2.1905 0.6255
H 1.1736 0.3267 1.5144
H 2.3995 0.2079 -0.6917
H 1.7222 1.8382 -0.5259
H 0.9020 0.6343 -1.5469
*
```

---

No. 11
This record from OMol25 describes a 2-piece molecular cluster, C5H11N overall. The level of theory is ωB97M-V with the def2-TZVPD basis set.

The value obtained for the LUMO energy is 0.7 eV. As for the SMILES: CCN1C=C1.C. Its HOMO energy is -7.29 eV. As for the relative energy (zero: lowest compared OMol25 entry of this formula, charge and spin): 539.50 kJ/mol. Its gap between HOMO and LUMO is 7.95 eV.

```
! wB97M-V def2-TZVPD RIJCOSX def2/J DEFGRID3
* xyz 0 1
C -1.8859 1.1068 -0.2178
C -1.4531 -0.3496 -0.2860
N -0.6065 -0.6441 0.8399
C 0.6358 -1.5884 1.0149
C 0.5528 -0.2227 1.2498
H -2.6519 1.3244 -0.9648
H -2.2978 1.3255 0.7735
H -1.0343 1.7742 -0.3928
H -2.3115 -1.0210 -0.1831
H -0.9548 -0.5953 -1.2389
H 0.5026 -2.2974 1.8170
H 0.9563 0.7606 1.5093
C 2.0986 0.1024 -0.7748
H 1.6743 -0.8007 -0.2885
H 2.8067 0.6136 -0.1093
H 1.3518 0.8317 -1.1245
H 2.6168 -0.3202 -1.6239
*
```

---

No. 12
This record from OMol25 describes C5H11N as an isolated structure. The level of theory is ωB97M-V with the def2-TZVPD basis set.

The value obtained for the LUMO energy is 1.0 eV. Its HOMO energy is -6.20 eV. As for the relative energy (zero: lowest compared OMol25 entry of this formula, charge and spin): 316.75 kJ/mol. Its gap between HOMO and LUMO is 7.17 eV.

```
! wB97M-V def2-TZVPD RIJCOSX def2/J DEFGRID3
* xyz 0 1
C 1.6347 -1.0873 -0.2348
C -1.4628 1.2412 0.2504
C -1.3621 -1.2570 -0.2643
C 0.7656 0.1108 -0.0235
C -0.6062 0.0002 0.1162
N 1.3969 1.3347 -0.2162
H 2.3475 1.3962 0.1188
H 0.8553 2.1591 -0.0100
H 1.3344 -1.9039 0.4244
H 2.6860 -0.8542 -0.0538
H 1.5533 -1.4573 -1.2633
H -1.6141 1.7058 -0.7268
H -1.0233 1.9809 0.9236
H -2.4449 0.9774 0.6401
H -0.7967 -2.0781 -0.6877
H -2.4127 -1.2756 0.0058
H -0.8507 -0.9928 1.0012
*
```

---

No. 13
This record from OMol25 describes a single C5H11N molecule. The level of theory is ωB97M-V with the def2-TZVPD basis set.

The value obtained for the LUMO energy is 1.1 eV. As for the SMILES: C=C(N)CCC. Its HOMO energy is -9.14 eV. As for the relative energy (zero: lowest compared OMol25 entry of this formula, charge and spin): 166.30 kJ/mol. Its gap between HOMO and LUMO is 10.23 eV.

```
! wB97M-V def2-TZVPD RIJCOSX def2/J DEFGRID3
* xyz 0 1
C 1.3290 0.7766 -1.4090
C 0.1630 0.9983 -0.8111
N -0.3419 2.3488 -0.7808
C -0.6708 -0.1602 -0.3614
C 0.1582 -1.2331 0.3319
C -0.2897 -1.4728 1.8352
H 1.6926 -0.1508 -1.8344
H 1.9948 1.5605 -1.7221
H -0.4570 2.7639 0.1095
H -1.1321 2.5213 -1.3513
H -1.3839 -0.5923 -1.1818
H -1.4342 0.3237 0.4375
H 1.2379 -1.0888 0.2585
H 0.0098 -2.1707 -0.2068
H -1.0244 -2.1804 2.0937
H -0.5245 -0.4978 2.2262
H 0.6733 -1.7459 2.3659
*
```

---

No. 14
This record from OMol25 describes a 2-piece molecular cluster, C5H11N overall. The level of theory is ωB97M-V with the def2-TZVPD basis set.

The value obtained for the LUMO energy is 1.1 eV. As for the SMILES: C=CC.C=NC. Its HOMO energy is -9.52 eV. As for the relative energy (zero: lowest compared OMol25 entry of this formula, charge and spin): 220.24 kJ/mol. Its gap between HOMO and LUMO is 10.62 eV.

```
! wB97M-V def2-TZVPD RIJCOSX def2/J DEFGRID3
* xyz 0 1
C 2.5529 0.4001 0.8344
C 1.5664 0.3989 1.7303
C 1.4178 1.4042 2.8510
H 2.4739 -0.3961 0.1041
H 3.4423 1.0148 0.8176
H 0.9091 -0.4527 1.6484
H 2.3731 1.6297 3.3182
H 0.9401 2.2652 2.3792
H 0.7487 1.0882 3.6513
C -3.2578 -1.2622 -2.4276
N -2.2290 -1.5136 -1.7366
C -1.0543 -0.6698 -1.9569
H -4.0688 -1.9743 -2.2875
H -3.4504 -0.3954 -3.0668
H -1.2978 0.2905 -1.4842
H -0.8374 -0.7715 -3.0200
H -0.2288 -1.0560 -1.3547
*
```